{
  "formula": "C47H45CdCl5Ge2O3PS",
  "method": "ωB97M-V/def2-TZVPD",
  "symbols": ["Cd", "O", "C", "O", "C", "C", "C", "C", "C", "C", "P", "C", "C", "C", "C", "C", "C", "C", "C", "C", "C", "C", "C", "H", "H", "H", "H", "H", "H", "H", "H", "H", "H", "H", "H", "H", "H", "C", "C", "Ge", "C", "C", "C", "C", "Ge", "C", "C", "C", "C", "C", "C", "C", "C", "C", "C", "H", "H", "H", "H", "H", "H", "H", "H", "H", "H", "H", "H", "H", "H", "H", "H", "H", "H", "H", "H", "H", "H", "H", "H", "H", "H", "Cl", "C", "C", "Cl", "C", "Cl", "C", "O", "C", "Cl", "C", "Cl", "S", "C", "C", "C", "C", "C", "C", "H", "H", "H", "H", "H"],
  "xyz": [[-0.332, -0.548, -0.574], [2.487, -2.800, 1.871], [2.397, -1.896, 1.045], [1.320, -1.368, 0.618], [3.711, -1.313, 0.499], [4.873, -1.711, 1.159], [6.117, -1.231, 0.794], [6.224, -0.337, -0.263], [5.081, 0.058, -0.935], [3.816, -0.412, -0.566], [2.379, 0.123, -1.575], [2.849, 1.830, -2.021], [3.009, 2.280, -3.327], [3.258, 3.623, -3.582], [3.354, 4.529, -2.539], [3.199, 4.087, -1.231], [2.944, 2.752, -0.977], [2.588, -0.850, -3.099], [3.520, -1.876, -3.225], [3.498, -2.710, -4.335], [2.550, -2.528, -5.329], [1.621, -1.501, -5.214], [1.635, -0.672, -4.105], [4.753, -2.413, 1.974], [7.001, -1.554, 1.330], [7.190, 0.048, -0.567], [5.167, 0.747, -1.766], [2.943, 1.585, -4.153], [3.376, 3.957, -4.606], [3.544, 5.575, -2.741], [3.269, 4.786, -0.407], [2.821, 2.418, 0.049], [4.253, -2.044, -2.446], [4.219, -3.515, -4.411], [2.524, -3.190, -6.185], [0.864, -1.359, -5.976], [0.887, 0.106, -3.995], [-1.750, -3.576, 3.389], [-0.941, -2.748, 2.392], [-1.688, -0.936, 2.310], [-3.532, -0.978, 1.590], [-4.607, -0.667, 2.624], [-1.812, -0.012, 4.046], [-1.362, 1.248, 3.911], [-0.376, 1.233, 2.191], [-0.650, 2.775, 0.987], [-0.603, 4.133, 1.686], [1.547, 0.935, 2.530], [2.243, 1.955, 3.425], [-1.577, 2.305, 4.921], [-2.721, 2.290, 5.725], [-2.933, 3.269, 6.682], [-2.012, 4.294, 6.851], [-0.886, 4.335, 6.043], [-0.677, 3.357, 5.083], [-1.394, -4.608, 3.436], [-2.809, -3.612, 3.118], [-1.685, -3.165, 4.400], [-1.013, -3.182, 1.391], [0.119, -2.725, 2.632], [-3.672, -1.974, 1.168], [-3.614, -0.304, 0.736], [-4.565, -1.352, 3.476], [-5.607, -0.746, 2.191], [-4.501, 0.345, 3.023], [-2.303, -0.354, 4.958], [-1.593, 2.654, 0.452], [0.116, 2.725, 0.206], [-1.367, 4.212, 2.462], [-0.770, 4.944, 0.973], [0.363, 4.315, 2.164], [2.037, 0.882, 1.556], [1.645, -0.067, 2.954], [2.149, 2.976, 3.043], [3.312, 1.740, 3.508], [1.834, 1.941, 4.437], [-3.456, 1.510, 5.579], [-3.828, 3.238, 7.291], [-2.179, 5.063, 7.594], [-0.165, 5.137, 6.152], [0.198, 3.414, 4.447], [-2.907, -6.130, -4.840], [-2.647, -4.906, -3.650], [-1.360, -4.595, -3.222], [-0.006, -5.437, -3.884], [-1.157, -3.608, -2.271], [0.439, -3.209, -1.741], [-2.218, -2.854, -1.711], [-2.053, -1.876, -0.902], [-3.519, -3.226, -2.146], [-4.842, -2.332, -1.506], [-3.722, -4.210, -3.095], [-5.325, -4.560, -3.638], [-0.985, 1.249, -2.183], [-2.255, 0.421, -3.106], [-3.559, 0.910, -3.112], [-4.539, 0.311, -3.889], [-4.241, -0.794, -4.672], [-2.945, -1.294, -4.672], [-1.964, -0.690, -3.902], [-3.800, 1.765, -2.493], [-5.548, 0.706, -3.868], [-5.012, -1.272, -5.263], [-2.697, -2.168, -5.263], [-0.959, -1.096, -3.894]],
  "total_charge": -1,
  "e_lumo_ev": 2.37
}

---

{
  "formula": "C47H46CaCl2GeIN5PS",
  "method": "ωB97M-V/def2-TZVPD",
  "symbols": ["Ca", "N", "C", "C", "C", "N", "C", "C", "N", "C", "H", "H", "H", "H", "H", "H", "H", "H", "H", "H", "H", "H", "H", "H", "H", "H", "I", "C", "C", "C", "C", "C", "C", "C", "C", "C", "P", "C", "C", "C", "C", "C", "C", "C", "C", "C", "C", "C", "C", "C", "H", "H", "H", "H", "H", "H", "H", "H", "H", "H", "H", "H", "H", "H", "H", "H", "Cl", "C", "C", "C", "C", "C", "Cl", "C", "N", "H", "H", "H", "S", "C", "N", "Ge", "C", "C", "C", "C", "C", "C", "C", "C", "C", "C", "C", "C", "H", "H", "H", "H", "H", "H", "H", "H", "H", "H", "H"],
  "xyz": [[-0.232, -0.984, -0.111], [2.533, -2.664, 3.411], [1.505, -1.608, 3.124], [0.350, -1.725, 4.094], [-0.731, -0.703, 3.733], [-1.402, -1.096, 2.474], [-0.121, 0.705, 3.672], [1.126, 0.838, 2.788], [0.714, 0.711, 1.385], [2.145, -0.234, 3.172], [2.144, -3.599, 3.206], [2.874, -2.632, 4.372], [3.321, -2.564, 2.759], [1.174, -1.858, 2.116], [0.698, -1.516, 5.113], [-0.069, -2.736, 4.090], [-1.460, -0.701, 4.548], [-2.103, -0.392, 2.251], [-1.938, -1.944, 2.645], [0.148, 0.982, 4.695], [-0.874, 1.433, 3.351], [1.581, 1.817, 2.966], [1.458, 0.921, 0.715], [0.000, 1.414, 1.193], [2.496, -0.021, 4.189], [3.014, -0.185, 2.513], [-3.470, -0.167, -0.328], [-4.864, 1.421, -0.336], [-6.131, 0.904, -0.304], [-7.262, 1.737, -0.357], [-7.078, 3.078, -0.455], [-5.777, 3.638, -0.492], [-5.682, 5.043, -0.617], [-4.472, 5.660, -0.673], [-3.314, 4.874, -0.586], [-3.334, 3.507, -0.446], [-1.649, 2.742, -0.316], [-0.918, 3.772, 1.011], [-1.694, 4.281, 2.053], [-1.101, 4.913, 3.139], [0.278, 5.056, 3.200], [1.063, 4.550, 2.171], [0.473, 3.903, 1.095], [-0.898, 3.347, -1.866], [-0.174, 4.526, -2.022], [0.325, 4.882, -3.269], [0.100, 4.067, -4.369], [-0.624, 2.891, -4.222], [-1.113, 2.532, -2.977], [-4.600, 2.825, -0.416], [-6.276, -0.166, -0.250], [-8.251, 1.301, -0.332], [-7.923, 3.752, -0.514], [-6.602, 5.612, -0.674], [-4.394, 6.734, -0.781], [-2.356, 5.378, -0.626], [-2.774, 4.200, 2.011], [-1.724, 5.309, 3.931], [0.737, 5.568, 4.036], [2.139, 4.670, 2.200], [1.100, 3.507, 0.304], [-0.004, 5.185, -1.181], [0.885, 5.802, -3.380], [0.492, 4.344, -5.339], [-0.789, 2.239, -5.069], [-1.652, 1.597, -2.869], [2.107, -5.366, 1.729], [0.754, -5.324, 0.606], [0.135, -6.541, 0.390], [-0.960, -6.619, -0.452], [-1.415, -5.460, -1.055], [-0.758, -4.269, -0.822], [-1.385, -2.867, -1.691], [0.383, -4.102, -0.003], [1.025, -2.888, 0.156], [0.516, -7.421, 0.888], [-1.450, -7.565, -0.631], [-2.268, -5.472, -1.720], [0.022, -0.539, -4.544], [0.193, -0.103, -2.998], [0.306, 0.198, -1.863], [2.809, -2.848, -0.367], [3.203, -4.426, -1.408], [2.408, -4.702, -2.522], [2.626, -5.843, -3.280], [3.643, -6.721, -2.931], [4.443, -6.455, -1.829], [4.221, -5.314, -1.071], [3.235, -1.183, -1.263], [3.628, -0.076, -0.510], [3.881, 1.149, -1.113], [3.763, 1.270, -2.492], [3.412, 0.168, -3.256], [3.147, -1.050, -2.646], [3.738, -2.783, 0.902], [1.603, -4.027, -2.804], [2.003, -6.046, -4.142], [3.814, -7.613, -3.521], [5.239, -7.137, -1.560], [4.850, -5.120, -0.208], [3.776, -0.174, 0.560], [4.189, 2.000, -0.516], [3.955, 2.222, -2.971], [3.316, 0.259, -4.330], [2.849, -1.890, -3.263]],
  "total_charge": 1,
  "e_lumo_ev": -2.40
}

---

{
  "formula": "C47H48As2N4ReSi",
  "method": "ωB97M-V/def2-TZVPD",
  "symbols": ["Re", "C", "C", "C", "C", "C", "C", "N", "C", "C", "C", "C", "C", "C", "N", "N", "C", "C", "C", "C", "C", "N", "H", "H", "H", "H", "H", "H", "H", "H", "H", "H", "H", "H", "H", "C", "C", "As", "C", "C", "C", "C", "C", "C", "C", "C", "C", "C", "C", "C", "As", "C", "C", "C", "C", "C", "C", "C", "C", "C", "C", "C", "C", "H", "H", "H", "H", "H", "H", "H", "H", "H", "H", "H", "H", "H", "H", "H", "H", "H", "H", "H", "H", "H", "H", "H", "H", "C", "Si", "C", "C", "C", "H", "H", "H", "H", "H", "H", "H", "H", "H", "H", "H"],
  "xyz": [[-0.350, 0.749, 0.394], [1.846, 2.081, -5.054], [2.170, 1.096, -4.129], [1.329, 0.841, -3.060], [0.148, 1.547, -2.921], [-0.160, 2.565, -3.816], [0.685, 2.824, -4.885], [-0.733, 1.328, -1.819], [-2.025, 1.340, -2.015], [-4.113, 0.274, -3.038], [-5.186, 1.300, -2.784], [-5.127, 2.198, -1.799], [-4.060, 2.295, -0.823], [-2.799, 1.830, -0.868], [-1.921, 2.011, 0.244], [-2.127, 2.986, 1.050], [-1.056, 3.128, 1.879], [-0.994, 4.164, 2.812], [0.165, 4.356, 3.517], [1.250, 3.498, 3.289], [1.130, 2.478, 2.387], [-0.011, 2.284, 1.668], [2.502, 2.282, -5.890], [3.083, 0.524, -4.236], [1.587, 0.093, -2.330], [-1.046, 3.171, -3.660], [0.441, 3.618, -5.578], [-4.361, -0.243, -3.969], [-6.067, 1.271, -3.414], [-5.967, 2.863, -1.646], [-4.300, 2.830, 0.090], [-1.867, 4.789, 2.943], [0.242, 5.152, 4.244], [2.178, 3.618, 3.829], [1.927, 1.768, 2.221], [1.106, -2.774, 1.065], [-0.231, -3.030, 0.341], [-0.199, -1.792, -1.162], [-1.793, -1.614, -2.188], [-1.496, -1.175, -3.552], [-1.894, -0.024, -4.096], [-2.729, 0.947, -3.308], [-4.095, -0.743, -1.920], [-3.026, -1.488, -1.528], [0.992, -2.732, -2.364], [0.468, -3.815, -3.065], [1.288, -4.544, -3.914], [2.627, -4.202, -4.053], [3.152, -3.133, -3.343], [2.336, -2.392, -2.498], [1.648, -0.873, 1.219], [2.151, -0.683, 3.090], [1.419, -1.282, 4.113], [1.761, -1.058, 5.441], [2.833, -0.236, 5.755], [3.571, 0.358, 4.740], [3.232, 0.135, 3.412], [3.366, -0.683, 0.389], [3.643, 0.496, -0.294], [4.899, 0.692, -0.857], [5.870, -0.291, -0.734], [5.596, -1.467, -0.041], [4.347, -1.663, 0.526], [1.917, -3.225, 0.487], [1.127, -3.225, 2.052], [-1.087, -2.800, 0.958], [-0.293, -4.075, 0.042], [-0.822, -1.806, -4.124], [-1.612, 0.230, -5.110], [-2.922, 1.846, -3.897], [-5.006, -0.818, -1.339], [-3.138, -2.037, -0.595], [-0.576, -4.087, -2.960], [0.881, -5.381, -4.464], [3.263, -4.776, -4.714], [4.198, -2.874, -3.443], [2.759, -1.574, -1.937], [0.581, -1.933, 3.894], [1.195, -1.537, 6.229], [3.102, -0.068, 6.789], [4.423, 0.980, 4.980], [3.840, 0.575, 2.628], [2.880, 1.261, -0.401], [5.115, 1.610, -1.387], [6.848, -0.141, -1.172], [6.359, -2.226, 0.063], [4.148, -2.574, 1.078], [-2.041, 0.991, 4.590], [-2.696, 0.040, 3.125], [-4.124, 0.905, 2.305], [-3.219, -1.656, 3.679], [-1.263, -0.329, 1.949], [-2.812, 1.107, 5.356], [-1.703, 1.990, 4.324], [-1.201, 0.461, 5.049], [-5.018, 0.744, 2.912], [-4.332, 0.487, 1.312], [-3.968, 1.981, 2.202], [-4.057, -1.588, 4.377], [-2.412, -2.190, 4.186], [-3.547, -2.266, 2.833], [-1.554, -1.260, 1.458], [-0.489, -0.605, 2.678]],
  "total_charge": 2,
  "s2": 4.0704,
  "spin_multiplicity": 4,
  "e_lumo_ev": [-6.57, -6.63]
}

---

{
  "formula": "C47H48BrCl5CsF4N9O8Te",
  "method": "ωB97M-V/def2-TZVPD",
  "symbols": ["Cs", "C", "C", "N", "C", "C", "N", "C", "C", "C", "N", "C", "C", "N", "C", "H", "H", "H", "H", "H", "H", "H", "H", "H", "H", "H", "H", "H", "H", "H", "H", "H", "H", "H", "H", "H", "H", "H", "H", "O", "H", "H", "O", "H", "H", "C", "Te", "C", "H", "H", "H", "H", "H", "H", "Cl", "C", "C", "C", "C", "C", "Cl", "C", "N", "C", "C", "C", "C", "C", "C", "C", "C", "O", "O", "H", "H", "H", "H", "H", "H", "H", "H", "H", "H", "Br", "C", "C", "C", "C", "C", "C", "C", "O", "O", "H", "H", "H", "H", "Cl", "C", "Cl", "Cl", "C", "O", "O", "F", "C", "C", "F", "C", "C", "C", "F", "C", "C", "C", "N", "C", "N", "F", "C", "C", "N", "C", "N"],
  "xyz": [[-3.014, -1.399, -0.123], [-4.405, -2.461, -4.393], [-4.603, -1.065, -3.801], [-3.560, -0.109, -4.139], [-3.622, 1.154, -3.404], [-2.264, 1.794, -3.418], [-1.366, 1.077, -2.453], [0.042, 1.464, -2.695], [0.754, 0.741, -3.904], [1.133, -0.718, -3.585], [-0.031, -1.567, -3.715], [0.021, -3.025, -3.547], [-1.375, -3.597, -3.888], [-2.447, -3.126, -3.017], [-3.845, -3.432, -3.388], [-3.755, -2.346, -5.255], [-5.337, -2.858, -4.709], [-4.709, -1.236, -2.731], [-5.563, -0.659, -4.020], [-2.652, -0.544, -3.972], [-3.937, 0.984, -2.329], [-4.354, 1.892, -3.809], [-2.305, 2.851, -3.223], [-1.789, 1.694, -4.385], [-1.609, 1.448, -1.538], [0.579, 1.184, -1.775], [0.113, 2.569, -2.817], [1.694, 1.285, -4.074], [0.151, 0.792, -4.808], [1.694, -0.748, -2.623], [1.889, -0.971, -4.335], [-0.671, -1.238, -2.992], [0.415, -3.282, -2.582], [0.704, -3.450, -4.315], [-1.220, -4.675, -3.908], [-1.566, -3.245, -4.945], [-2.272, -3.541, -2.051], [-4.430, -3.426, -2.431], [-3.974, -4.414, -3.880], [-0.011, 1.834, 5.256], [0.038, 1.989, 4.303], [-0.897, 1.413, 5.335], [3.626, -1.658, 2.528], [3.435, -2.317, 3.219], [4.590, -2.365, 1.294], [3.516, 0.846, 1.465], [2.014, -0.321, 2.248], [2.112, -0.160, 4.277], [3.024, 1.395, 0.692], [4.272, 0.146, 1.100], [3.972, 1.465, 2.203], [1.912, -1.170, 4.675], [1.415, 0.507, 4.682], [3.135, 0.015, 4.549], [1.662, 4.820, -3.726], [1.298, 6.254, -2.797], [1.717, 7.454, -3.319], [1.400, 8.606, -2.659], [0.745, 8.549, -1.434], [0.308, 7.323, -0.920], [-0.410, 7.284, 0.678], [0.585, 6.142, -1.564], [0.270, 4.930, -1.052], [-1.064, 4.505, -0.620], [-2.187, 4.794, -1.394], [-3.473, 4.460, -0.919], [-3.608, 3.811, 0.307], [-2.480, 3.498, 1.041], [-1.212, 3.809, 0.614], [-0.029, 3.485, 1.485], [0.318, 1.991, 1.451], [-0.115, 1.293, 0.570], [0.974, 1.574, 2.479], [2.341, 7.371, -4.238], [1.726, 9.606, -3.025], [0.493, 9.408, -0.806], [0.839, 4.253, -1.559], [-2.047, 5.291, -2.361], [-4.331, 4.640, -1.597], [-4.607, 3.474, 0.553], [-2.583, 2.852, 1.957], [-0.302, 3.756, 2.489], [0.832, 4.033, 1.233], [6.552, -4.464, -5.898], [5.862, -3.937, -4.251], [4.895, -2.979, -4.297], [4.407, -2.440, -3.119], [4.906, -2.878, -1.917], [5.950, -3.777, -1.880], [6.399, -4.326, -3.083], [4.301, -2.293, -0.694], [4.922, -2.675, 0.408], [3.319, -1.559, -0.730], [4.415, -2.655, -5.207], [3.659, -1.718, -3.160], [6.375, -4.078, -0.914], [7.288, -5.008, -3.149], [-4.620, -6.001, 1.802], [-2.881, -5.396, 1.641], [-1.611, -6.648, 1.683], [-2.441, -4.259, 2.956], [-2.822, -4.546, 0.235], [-3.918, -4.022, -0.084], [-1.739, -4.438, -0.344], [-1.501, 0.322, 7.993], [-0.887, -0.708, 7.395], [0.110, -1.372, 7.982], [0.368, -0.998, 9.267], [0.940, -2.350, 7.373], [0.517, -2.597, 6.080], [-0.565, -1.946, 5.403], [-0.671, -2.185, 4.028], [-1.308, -0.927, 6.046], [-2.406, -0.212, 5.392], [-2.504, -0.304, 3.991], [-2.641, -0.218, 2.869], [-3.660, 0.096, 6.033], [-4.703, 0.321, 6.521], [1.138, -3.526, 5.299], [1.905, -3.116, 8.162], [2.991, -3.693, 7.472], [3.869, -4.124, 6.836], [1.897, -3.361, 9.519], [2.166, -3.688, 10.621]],
  "total_charge": -2,
  "e_lumo_ev": 2.72
}